Entry 1:
A 2-piece molecular cluster, C5H10O2 overall. Source: the Open Molecules 2025 dataset; level of theory: ωB97M-V/def2-TZVPD.

Summary:
LUMO level in eV: 0.84
Max |F| in eV/Å: 3.5
Gap between HOMO and LUMO in eV: 10.045
HOMO energy in eV: -9.205

Geometry as XYZ:
```
17
Properties=species:S:1:pos:R:3:forces:R:3
C 2.09606 -0.07682 -0.45313 -0.015 -0.091 0.048
C 0.81043 0.16199 0.30197 0.117 -0.002 0.199
O 0.12588 1.28860 -0.28575 0.322 0.215 -0.001
C -1.20273 1.07785 -0.16823 -0.688 -0.895 -2.080
C -1.45282 0.00267 0.86081 0.240 -0.256 -0.388
C -0.26076 -0.95734 0.36546 -0.295 0.711 0.492
O -0.46562 -1.55351 -0.87838 -0.911 1.120 -0.981
H 2.61267 0.88174 -0.57586 -0.075 -0.195 -0.003
H 1.91919 -0.52125 -1.43602 -0.050 0.073 0.153
H 2.74404 -0.73921 0.12768 -0.050 0.010 -0.114
H 1.02551 0.48135 1.32809 0.205 -0.240 0.063
H -1.57768 0.33415 -1.54957 -0.078 2.134 2.720
H -1.75565 2.01962 -0.15402 -0.103 -0.408 -0.277
H -1.20119 0.24223 1.91154 0.061 0.519 -0.587
H -2.53563 -0.19672 0.87382 0.563 -0.941 -0.306
H 0.05090 -1.70086 1.12123 -0.423 0.111 -0.459
H -0.96062 -0.82687 -1.46495 1.181 -1.865 1.522
```
Forces are in eV/Å.

***

Entry 2:
One molecule with the formula C5H10O2. Source: the Open Molecules 2025 dataset; level of theory: ωB97M-V/def2-TZVPD.

Summary:
LUMO level in eV: 0.97
Max |F| in eV/Å: 0.5
SMILES string: CC[C@@H](O)CC=O
Gap between HOMO and LUMO in eV: 11.025
HOMO energy in eV: -10.058

Geometry as XYZ:
```
17
Properties=species:S:1:pos:R:3:forces:R:3
C 2.08163 1.24493 -0.17027 0.044 0.022 0.031
C 0.90496 0.51979 -0.81613 -0.025 -0.025 -0.060
C -0.03630 -0.08139 0.21764 0.153 -0.224 -0.223
O -0.54482 0.97452 1.01461 -0.077 -0.050 0.253
C -1.19351 -0.84235 -0.42598 0.029 0.042 0.030
C -2.08187 -1.50132 0.59744 0.099 -0.032 0.288
O -1.80202 -1.59245 1.77258 -0.166 0.108 -0.463
H 2.76004 1.65411 -0.92587 -0.109 -0.051 0.108
H 1.72276 2.06440 0.45807 0.077 -0.103 -0.095
H 2.65801 0.56202 0.46577 -0.078 0.094 -0.098
H 0.33458 1.21276 -1.44904 0.063 -0.081 0.085
H 1.26547 -0.28755 -1.46771 -0.059 0.111 0.090
H 0.53273 -0.78144 0.84874 -0.064 0.094 -0.070
H -0.92709 0.56420 1.80211 0.020 0.117 -0.077
H -0.83600 -1.62962 -1.10635 -0.030 0.072 0.090
H -1.80073 -0.16135 -1.03721 0.029 -0.079 0.087
H -3.03784 -1.91926 0.22160 0.092 -0.017 0.025
```
Forces are in eV/Å.

***

Entry 3:
A 2-piece molecular cluster, C5H10O2 overall. Source: the Open Molecules 2025 dataset; level of theory: ωB97M-V/def2-TZVPD.

Summary:
LUMO level in eV: 0.89
Max |F| in eV/Å: 0.4
Gap between HOMO and LUMO in eV: 7.671
HOMO energy in eV: -6.784

Geometry as XYZ:
```
17
Properties=species:S:1:pos:R:3:forces:R:3
C 2.40694 0.40451 -0.09014 0.254 0.036 0.076
O 1.09447 0.33675 -0.60934 -0.069 0.030 -0.025
C 0.32339 -0.62051 0.03776 -0.047 -0.229 -0.001
C -0.32160 -0.29822 1.37318 -0.004 0.015 0.173
C -1.12108 -0.30234 0.11514 0.102 0.252 -0.026
C -1.81314 0.73990 -0.53444 -0.091 0.067 0.164
O -1.67769 0.93001 -1.88735 0.256 0.005 -0.035
H 2.93226 -0.55398 -0.20829 -0.083 0.130 0.001
H 2.39744 0.67116 0.97588 -0.014 -0.031 -0.152
H 2.93612 1.17660 -0.65195 -0.070 -0.116 0.083
H 0.61733 -1.65369 -0.13662 -0.056 0.177 0.026
H -0.45886 -1.11501 2.07227 0.031 0.121 -0.117
H -0.14451 0.68827 1.79367 -0.030 -0.148 -0.074
H -1.65304 -1.87538 0.16203 -0.086 0.146 -0.098
H -2.16063 -0.73082 -0.27263 -0.059 -0.365 0.110
H -2.63081 1.27405 -0.06359 0.115 -0.089 -0.056
H -0.72659 0.92868 -2.07557 -0.150 -0.001 -0.049
```
Forces are in eV/Å.

***

Entry 4:
One molecule with the formula C5H10O2. Source: the Open Molecules 2025 dataset; level of theory: ωB97M-V/def2-TZVPD.

Summary:
LUMO level in eV: 0.91
Max |F| in eV/Å: 2.9
SMILES string: CO[C@H](C)C(C)=O
Gap between HOMO and LUMO in eV: 10.356
HOMO energy in eV: -9.447

Geometry as XYZ:
```
17
Properties=species:S:1:pos:R:3:forces:R:3
C 1.35581 0.39220 -1.30136 1.026 -1.897 1.315
O 1.33851 -0.44626 -0.00194 0.899 2.047 -1.899
C 0.06539 -0.72450 0.50286 -1.487 0.740 -0.877
C -0.55933 -1.97612 -0.09619 0.058 -0.091 -0.138
C -0.80697 0.55755 0.21773 -1.709 -1.230 0.368
C -0.52894 1.70929 1.15170 -0.143 0.452 -0.617
O -1.73721 0.54400 -0.58249 1.576 0.200 0.949
H 0.96144 1.41035 -1.30717 -0.568 -0.300 0.672
H 0.91438 -0.23370 -2.07675 -0.088 0.299 -0.032
H 2.42276 0.52463 -1.49062 -0.098 -0.340 0.021
H 0.12522 -0.83841 1.59198 0.265 0.086 -0.102
H -1.55308 -2.15017 0.32939 0.160 0.012 -0.045
H 0.07476 -2.84708 0.09790 -0.066 0.157 0.105
H -0.67435 -1.89460 -1.18019 -0.030 0.130 0.122
H -1.15278 2.56246 0.87379 0.060 -0.115 0.074
H 0.51965 2.00520 1.09679 0.038 -0.116 0.166
H -0.76526 1.40516 2.17460 0.106 -0.034 -0.083
```
Forces are in eV/Å.

***

Entry 5:
A 2-piece molecular cluster, C5H10O2 overall. Source: the Open Molecules 2025 dataset; level of theory: ωB97M-V/def2-TZVPD.

Summary:
LUMO level in eV: 0.83
Max |F| in eV/Å: 2.4
SMILES string: C=C/C=C(/C)O.O
Gap between HOMO and LUMO in eV: 9.206
HOMO energy in eV: -8.373

Geometry as XYZ:
```
17
Properties=species:S:1:pos:R:3:forces:R:3
C 0.95555 -2.58124 0.11945 0.860 0.294 -0.562
C 1.74242 -1.51279 0.35390 -1.559 -0.887 0.140
C 1.84482 -0.33330 -0.51115 2.322 -0.042 0.438
C 0.87118 0.40429 -1.04717 -1.251 -0.866 0.715
C 0.95800 1.83800 -1.51006 -0.906 -1.568 -0.284
O -0.41443 -0.08625 -1.02289 0.052 0.789 0.038
H 0.73048 -3.33640 0.86094 0.282 -0.058 -0.040
H 0.74495 -2.79225 -0.92374 -0.818 0.057 0.108
H 2.23507 -1.52054 1.32619 0.014 0.625 -0.076
H 2.87849 0.01841 -0.51705 -0.363 0.606 -0.183
H 0.04550 2.04994 -2.07257 0.255 -0.058 -0.300
H 1.83129 1.86157 -2.15816 0.151 0.961 0.357
H 0.85763 2.45938 -0.62023 0.837 0.282 -0.179
H -0.44844 -0.83483 -0.40501 0.119 -0.138 -0.170
O -4.65032 1.60376 2.79631 1.955 -0.130 -0.757
H -5.44010 1.78835 3.26455 -1.349 -0.210 0.166
H -4.74208 0.97390 2.06668 -0.602 0.342 0.589
```
Forces are in eV/Å.

***

Entry 6:
A 2-piece molecular cluster, C5H10O2 overall. Source: the Open Molecules 2025 dataset; level of theory: ωB97M-V/def2-TZVPD.

Summary:
LUMO level (spin up / spin down) in eV: -4.23 / -7.02
Max |F| in eV/Å: 3.2
Spin multiplicity: 2
Gap between HOMO and LUMO (spin up / spin down) in eV: 9.639 / 8.033
Total charge: +1
HOMO energy (spin up / spin down) in eV: -13.865 / -15.050

Geometry as XYZ:
```
17
Properties=species:S:1:pos:R:3:forces:R:3
C -0.12736 2.82118 1.03276 1.817 1.743 1.384
C -0.60745 1.88678 0.20803 -0.708 -2.558 0.901
C -0.23118 0.49682 0.21518 -0.747 2.430 -0.677
C -0.47333 -0.14783 -0.99676 -0.591 -3.082 -0.604
O -1.47982 0.18969 -1.78728 0.870 -0.351 -0.304
C 0.30223 -1.39702 -1.41792 0.524 0.289 0.404
H -0.12336 3.86418 0.68655 -0.572 -0.355 0.470
H 0.42787 2.64934 1.96809 -0.102 -0.223 -0.647
H -1.43880 2.21257 -0.36107 -0.149 0.115 -1.608
H 0.34544 0.01949 0.99120 0.485 0.044 -0.049
H -1.52525 -0.42380 -2.57376 0.058 0.866 0.961
H -0.29718 -2.29057 -1.65607 -0.273 0.583 0.091
H 1.06900 -1.72408 -0.69029 -0.503 0.491 -0.158
H 0.85766 -1.13317 -2.32358 -0.036 -0.009 -0.077
H 1.70621 -2.51881 2.70714 -0.139 0.227 -0.025
H 0.55638 -2.55185 1.70564 0.070 0.012 0.308
O 1.03893 -1.95291 2.29214 -0.003 -0.221 -0.368
```
Forces are in eV/Å.